(1)
{
  "formula": "C12H27F3NO7PSi2",
  "method": "ωB97M-V/def2-TZVPD",
  "species": ["N", "P", "Si", "C", "C", "C", "F", "C", "F", "F", "O", "Si", "H", "H", "H", "H", "H", "H", "H", "H", "H", "H", "H", "C", "C", "O", "C", "O", "O", "C", "H", "H", "H", "H", "H", "H", "H", "H", "C", "C", "O", "C", "O", "O", "C", "H", "H", "H", "H", "H", "H", "H", "H"],
  "coordinates": [[-1.045, -1.194, 1.157], [-1.164, -2.540, 0.222], [-0.406, -1.989, -1.805], [-0.827, -3.454, -3.044], [0.571, -4.167, -3.611], [1.089, -5.255, -2.452], [0.101, -5.966, -1.585], [2.530, -5.604, -2.235], [3.430, -4.890, -1.301], [3.089, -6.768, -3.019], [1.384, -1.918, -1.735], [1.892, -0.239, -1.969], [-0.663, -0.420, 0.562], [-2.557, -2.986, 0.152], [-0.353, -3.628, 0.726], [-0.985, -0.705, -2.275], [-1.528, -4.202, -2.479], [-1.391, -3.035, -3.996], [0.268, -4.846, -4.546], [1.401, -3.386, -3.894], [1.872, 0.412, -0.646], [3.248, -0.108, -2.531], [0.966, 0.376, -2.930], [-0.213, -1.779, 4.129], [-0.383, -0.270, 4.198], [-0.697, 0.152, 5.531], [0.341, 0.172, 6.402], [1.498, -0.130, 6.150], [-0.131, 0.554, 7.615], [0.845, 0.511, 8.652], [-1.096, -2.284, 4.532], [-0.058, -2.103, 3.096], [0.642, -2.111, 4.725], [-1.225, 0.027, 3.565], [0.504, 0.256, 3.824], [1.737, 1.087, 8.384], [1.108, -0.528, 8.872], [0.407, 0.955, 9.551], [-0.688, 6.348, -4.807], [0.257, 5.228, -4.409], [0.173, 4.957, -3.004], [-0.916, 4.256, -2.604], [-1.811, 3.842, -3.327], [-0.861, 4.120, -1.256], [-2.010, 3.492, -0.693], [-0.508, 7.239, -4.196], [-0.558, 6.608, -5.861], [-1.733, 6.063, -4.650], [1.288, 5.537, -4.610], [0.075, 4.317, -4.990], [-2.213, 2.528, -1.172], [-2.876, 4.156, -0.780], [-1.815, 3.314, 0.368]],
  "homo_energy_ha": -0.3161,
  "gap_ha": 0.2378,
  "e_tot_ha": -2274.5476,
  "spin_multiplicity": 1
}

---

(2)
{
  "formula": "C2H8N2O2",
  "method": "ωB97M-V/def2-TZVPD",
  "species": ["C", "C", "N", "N", "O", "O", "H", "H", "H", "H", "H", "H", "H", "H"],
  "coordinates": [[-0.155, 1.152, 1.020], [-0.626, -1.240, -0.668], [-0.252, 0.101, -1.146], [1.570, 0.133, -0.698], [-0.695, 1.076, -0.351], [-0.749, 0.244, 1.907], [-1.632, 0.546, 2.164], [1.970, -0.789, -0.601], [1.949, 0.657, -1.471], [-0.402, 2.185, 1.282], [1.248, 0.641, 0.301], [-0.322, -1.449, 0.358], [-0.190, -1.952, -1.369], [-1.714, -1.305, -0.728]],
  "homo_energy_ha": [-0.2733, -0.2733],
  "gap_ha": [0.2908, 0.2909],
  "e_tot_ha": -340.7722,
  "relative_energy_kcal_mol": 162.06,
  "spin_multiplicity": 1
}

---

(3)
{
  "formula": "C6H18N2Si",
  "method": "ωB97M-V/def2-TZVPD",
  "species": ["C", "C", "C", "C", "C", "C", "N", "N", "Si", "H", "H", "H", "H", "H", "H", "H", "H", "H", "H", "H", "H", "H", "H", "H", "H", "H", "H"],
  "coordinates": [[-1.584, -1.047, -0.720], [-1.728, 0.528, 1.487], [-2.936, 1.030, -0.583], [3.394, 1.262, 0.419], [1.592, -2.318, -0.612], [-1.676, 0.453, -0.064], [2.077, 0.468, 0.231], [-0.603, 1.207, -0.588], [2.005, -1.115, 0.739], [-2.487, -1.128, -1.375], [-0.685, -1.131, -1.306], [-1.632, -1.843, -0.012], [-2.672, 0.291, 1.946], [-1.449, 1.560, 1.786], [-1.095, -0.200, 1.957], [-3.726, 0.358, -0.278], [-3.248, 1.974, -0.102], [-2.737, 1.086, -1.628], [4.261, 0.732, 0.857], [3.832, 1.583, -0.534], [3.151, 2.236, 0.953], [0.890, -3.025, -0.370], [1.185, -1.756, -1.426], [2.386, -2.705, -1.140], [1.228, 0.937, -0.061], [-0.899, 1.981, -1.124], [3.154, -1.419, 1.548]],
  "homo_energy_ha": [-0.3259, -0.2169],
  "gap_ha": [0.3446, 0.1874],
  "e_tot_ha": -638.2452,
  "relative_energy_kcal_mol": 129.00,
  "spin_multiplicity": 1
}

---

(4)
{
  "formula": "C17H22N4OS",
  "method": "ωB97M-V/def2-TZVPD",
  "species": ["C", "C", "C", "C", "C", "C", "C", "C", "H", "H", "H", "N", "C", "C", "N", "C", "C", "O", "N", "C", "N", "C", "C", "S", "H", "H", "H", "H", "H", "C", "C", "H", "H", "H", "H", "H", "H", "H", "H", "H", "H", "H", "H", "H", "H"],
  "coordinates": [[5.978, -0.439, 3.225], [4.679, -1.217, 2.941], [4.601, -2.630, 3.369], [3.566, -3.283, 3.323], [2.595, -2.654, 2.641], [2.541, -1.378, 2.370], [3.696, -0.543, 2.655], [3.727, 0.709, 2.067], [4.221, 0.899, 1.151], [4.206, 1.376, 2.879], [2.592, 0.978, 2.185], [1.448, -1.034, 1.688], [0.185, -1.335, 1.814], [-1.062, -0.717, 1.210], [-0.751, -0.963, -0.337], [-1.668, -0.091, -0.955], [-1.364, 1.518, -1.156], [-0.497, 1.989, -0.481], [-2.319, 2.006, -2.076], [-3.326, 1.693, -2.638], [-3.652, 0.466, -2.946], [-4.815, 0.416, -3.548], [-5.226, 1.590, -4.221], [-4.185, 2.930, -3.513], [-5.903, 1.654, -5.143], [-5.323, -0.463, -4.006], [-1.923, 3.245, -2.023], [-1.713, -0.683, -2.139], [-2.690, -0.221, -0.632], [0.532, -0.964, -0.600], [1.478, -0.447, 0.319], [2.639, -0.501, -0.070], [1.225, 0.717, 0.350], [0.803, -0.508, -1.646], [0.886, -2.052, -0.672], [-1.029, 0.255, 1.463], [-1.932, -1.050, 1.322], [-0.152, -2.427, 1.820], [-0.148, -1.464, 3.044], [1.546, -3.473, 2.877], [3.444, -4.184, 3.820], [5.590, -3.059, 4.185], [6.953, -1.122, 3.557], [6.035, 0.401, 3.985], [6.407, -0.106, 2.265]],
  "homo_energy_ha": -0.2681,
  "gap_ha": 0.2667,
  "e_tot_ha": -1352.8846,
  "relative_energy_kcal_mol": 383.03,
  "spin_multiplicity": 1
}

---

(5)
{
  "formula": "C13H26N4NaO5S",
  "method": "ωB97M-V/def2-TZVPD",
  "species": ["Na", "C", "C", "O", "C", "C", "O", "C", "C", "O", "C", "C", "O", "C", "C", "O", "H", "H", "H", "H", "H", "H", "H", "H", "H", "H", "H", "H", "H", "H", "H", "H", "H", "H", "H", "H", "C", "C", "N", "N", "C", "S", "N", "N", "H", "H", "H", "H", "H", "H"],
  "coordinates": [[0.043, -0.359, -0.215], [-0.922, 2.831, -0.695], [0.456, 2.950, -0.085], [0.623, 1.885, 0.835], [1.843, 1.964, 1.550], [1.986, 0.695, 2.358], [1.937, -0.471, 1.553], [3.139, -0.724, 0.840], [2.957, -2.010, 0.070], [1.837, -1.917, -0.796], [2.090, -1.910, -2.195], [2.098, -0.500, -2.742], [0.882, 0.097, -2.328], [0.413, 1.192, -3.090], [-1.021, 1.427, -2.661], [-1.149, 1.546, -1.250], [-1.062, 3.616, -1.443], [-1.673, 2.971, 0.084], [0.537, 3.919, 0.421], [1.241, 2.898, -0.848], [1.842, 2.828, 2.224], [2.677, 2.095, 0.850], [1.149, 0.616, 3.054], [2.912, 0.727, 2.941], [3.981, -0.818, 1.536], [3.359, 0.097, 0.147], [2.767, -2.833, 0.762], [3.873, -2.228, -0.485], [1.275, -2.467, -2.658], [3.031, -2.415, -2.429], [2.164, -0.533, -3.834], [2.949, 0.079, -2.363], [0.431, 0.957, -4.160], [1.044, 2.073, -2.924], [-1.621, 0.559, -2.934], [-1.422, 2.310, -3.167], [-4.135, -1.153, 3.434], [-3.947, -1.635, 2.045], [-4.814, -2.289, 1.351], [-4.196, -2.509, 0.151], [-2.956, -2.009, 0.064], [-1.896, -2.091, -1.219], [-2.795, -1.433, 1.304], [-1.635, -0.778, 1.700], [-5.123, -1.457, 3.769], [-4.066, -0.066, 3.488], [-3.389, -1.580, 4.106], [-4.665, -3.017, -0.579], [-1.188, -1.292, 2.452], [-1.861, 0.161, 2.010]],
  "homo_energy_ha": -0.3982,
  "gap_ha": 0.3131,
  "e_tot_ha": -1666.4784,
  "total_charge": 1,
  "spin_multiplicity": 1
}

---

(6)
{
  "formula": "C24H60CuN2O15P3",
  "method": "ωB97M-V/def2-TZVPD",
  "species": ["Cu", "O", "H", "C", "O", "N", "C", "C", "H", "H", "H", "H", "H", "H", "H", "C", "O", "N", "C", "C", "H", "H", "H", "H", "H", "H", "H", "C", "C", "O", "P", "O", "O", "C", "C", "O", "C", "C", "H", "H", "H", "H", "H", "H", "H", "H", "H", "H", "H", "H", "H", "H", "H", "C", "C", "O", "P", "O", "O", "C", "C", "O", "C", "C", "H", "H", "H", "H", "H", "H", "H", "H", "H", "H", "H", "H", "H", "H", "H", "C", "C", "O", "P", "O", "O", "C", "C", "O", "C", "C", "H", "H", "H", "H", "H", "H", "H", "H", "H", "H", "H", "H", "H", "H", "H"],
  "coordinates": [[0.139, -1.168, 0.600], [-0.150, 0.870, -0.229], [-0.004, 1.789, 0.069], [-0.454, 4.440, -0.044], [-1.142, 5.196, 0.733], [0.760, 4.845, -0.460], [1.794, 3.842, -0.861], [1.267, 6.116, -0.036], [-0.761, 3.453, -0.422], [2.481, 3.593, -0.051], [2.436, 4.248, -1.643], [1.385, 2.887, -1.189], [0.492, 6.864, 0.135], [1.903, 6.112, 0.849], [1.853, 6.585, -0.826], [-3.022, 2.415, -2.190], [-2.979, 2.303, -3.419], [-3.965, 3.243, -1.630], [-4.158, 3.325, -0.194], [-4.958, 4.000, -2.446], [-2.533, 1.796, -1.422], [-5.065, 2.881, 0.217], [-4.152, 4.408, -0.068], [-3.188, 3.094, 0.247], [-5.015, 5.027, -2.085], [-4.621, 4.013, -3.483], [-5.946, 3.573, -2.276], [5.678, -3.132, 3.626], [5.119, -2.340, 2.514], [4.421, -1.191, 2.967], [3.247, -0.474, 2.153], [2.071, -1.367, 1.844], [2.848, 0.913, 2.923], [1.604, 1.604, 2.618], [1.514, 2.948, 3.265], [3.897, 0.156, 0.802], [3.104, 0.515, -0.333], [4.019, 0.529, -1.570], [4.915, -3.634, 4.220], [6.373, -3.896, 3.278], [6.197, -2.412, 4.259], [5.939, -1.881, 1.961], [4.576, -2.898, 1.751], [1.513, 1.813, 1.552], [0.887, 0.870, 2.984], [2.151, 3.642, 2.717], [0.528, 3.411, 3.282], [1.930, 2.790, 4.260], [2.116, 0.059, -0.398], [2.859, 1.556, -0.126], [3.690, 1.327, -2.235], [5.070, 0.709, -1.342], [3.971, -0.440, -2.067], [1.517, -6.595, -3.181], [1.161, -5.457, -2.261], [1.829, -4.345, -2.835], [1.299, -2.824, -2.465], [1.096, -2.670, -0.957], [2.480, -1.917, -3.185], [2.644, -2.005, -4.591], [4.101, -2.271, -4.766], [0.010, -2.635, -3.387], [-0.644, -1.395, -3.494], [-2.062, -1.779, -3.975], [1.304, -6.306, -4.210], [2.587, -6.797, -3.131], [0.980, -7.534, -3.053], [0.083, -5.301, -2.237], [1.362, -5.641, -1.205], [2.124, -2.864, -5.014], [2.381, -1.085, -5.115], [4.767, -1.501, -4.374], [4.352, -3.229, -4.310], [4.250, -2.553, -5.808], [-0.775, -0.916, -2.523], [-0.067, -0.843, -4.236], [-1.923, -2.088, -5.011], [-2.485, -2.571, -3.358], [-2.724, -0.938, -3.765], [-3.997, -1.822, 0.301], [-3.161, -0.490, 0.378], [-3.227, 0.131, 1.583], [-2.465, -0.486, 2.869], [-1.131, -1.099, 2.605], [-3.553, -1.436, 3.544], [-3.243, -2.346, 4.592], [-3.956, -3.673, 4.555], [-2.411, 0.883, 3.843], [-2.019, 2.140, 3.373], [-3.203, 2.949, 2.899], [-5.057, -1.639, 0.478], [-3.911, -2.213, -0.713], [-3.741, -2.621, 0.995], [-2.161, -0.664, -0.018], [-3.599, 0.156, -0.383], [-2.197, -2.625, 4.462], [-3.406, -1.973, 5.603], [-3.890, -4.202, 3.604], [-3.601, -4.495, 5.177], [-5.019, -3.509, 4.733], [-1.486, 2.672, 4.162], [-1.244, 2.043, 2.613], [-3.930, 2.285, 2.432], [-3.724, 3.398, 3.745], [-2.949, 3.772, 2.231]],
  "homo_energy_ha": [-0.4083, -0.4083],
  "gap_ha": [0.3100, 0.1879],
  "e_tot_ha": -4853.0639,
  "total_charge": 1,
  "spin_multiplicity": 2
}

---

(7)
{
  "formula": "C3H6N2O",
  "method": "ωB97M-V/def2-TZVPD",
  "species": ["H", "N", "C", "C", "N", "H", "H", "H", "C", "O", "H", "H"],
  "coordinates": [[2.258, 1.341, 1.398], [1.630, 0.691, 1.874], [1.135, -0.147, 1.060], [1.431, -0.183, -0.368], [1.672, -0.219, -1.500], [0.424, -0.894, 1.407], [-1.332, 2.075, 1.111], [-1.437, 1.447, 0.725], [-1.448, -1.026, -1.439], [-1.441, -0.798, -0.253], [-0.827, -0.450, -2.147], [-2.064, -1.838, -1.867]],
  "homo_energy_ha": -0.3907,
  "gap_ha": 0.3923,
  "e_tot_ha": -302.5588,
  "relative_energy_kcal_mol": 84.27,
  "smiles": "[H]/N=C\\C#N.[H][H].C=O",
  "spin_multiplicity": 1
}

---

(8)
{
  "formula": "C12H10ClPS",
  "method": "ωB97M-V/def2-TZVPD",
  "species": ["C", "C", "C", "C", "C", "C", "C", "C", "C", "C", "C", "C", "P", "S", "Cl", "H", "H", "H", "H", "H", "H", "H", "H", "H", "H"],
  "coordinates": [[-3.958, -0.324, 0.281], [3.447, -1.191, 0.437], [-3.917, 1.045, 0.277], [-2.778, -1.080, 0.064], [2.334, -0.854, 1.272], [3.353, -0.764, -0.974], [-2.680, 1.638, -0.024], [-1.521, -0.523, -0.298], [1.392, -0.061, 0.859], [2.300, 0.138, -1.386], [-1.453, 0.879, -0.314], [1.356, 0.543, -0.501], [0.034, 1.688, -1.074], [4.690, 0.043, -0.020], [0.248, 2.934, 0.559], [-4.807, -0.866, 0.374], [3.968, -2.094, 0.797], [-4.769, 1.747, 0.393], [-2.905, -2.092, 0.235], [2.036, -1.362, 2.134], [3.842, -1.491, -1.684], [-2.631, 2.683, 0.061], [-0.558, -0.980, -0.356], [0.536, 0.099, 1.423], [2.441, 0.245, -2.536]],
  "homo_energy_ha": [-0.1943, -0.3164],
  "gap_ha": [0.2105, 0.1932],
  "e_tot_ha": -1662.7947,
  "spin_multiplicity": 3
}